Here is C42H58BiF3N3OP2S2 as an isolated structure at a distorted geometry from the OMol25 dataset. Energies are from ωB97M-V with the def2-TZVPD basis set.

Properties
- charge = -1
- E_HOMO (eV) = -1.90
- multiplicity = 1
- F_max (Eh/bohr) = 0.0599
- orbital gap (Eh) = 0.09226

```
112
Properties=species:S:1:pos:R:3:forces:R:3
Bi 0.1820 0.4767 0.1938 0.5 -0.8 0.2
C 3.6485 -3.1866 -3.3713 0.8 0.9 -0.1
C 2.6956 -2.4559 -2.4077 0.9 -0.8 0.1
C 1.2633 -2.7455 -2.8212 0.4 -0.4 -0.5
P 2.8056 -2.7794 -0.5509 -0.5 -1.2 -0.9
C 3.9127 -4.2831 -0.2303 -0.1 0.3 -0.8
C 5.4831 -4.2208 -0.3408 -1.8 -1.0 -0.4
C 3.2613 -5.4620 -1.0313 -0.2 1.3 -0.5
C 3.7513 -1.3869 -0.0308 1.8 1.7 1.7
C 4.9662 -0.9376 -0.6154 -1.4 -0.4 0.9
C 5.6000 0.2147 -0.1884 0.3 1.1 -0.4
C 6.7714 0.7724 -1.0102 1.1 -0.4 0.7
C 5.0751 0.9249 0.9100 -0.1 -0.1 0.7
C 3.9461 0.4300 1.6116 1.4 0.5 -1.6
C 3.2601 -0.6825 1.1250 0.0 0.4 -2.0
N 1.9277 -0.9263 1.4522 -0.8 0.7 -0.2
C 1.6458 -1.3507 2.7057 -0.3 -0.1 0.3
C 2.5731 -1.2409 3.7565 0.7 -0.5 -0.5
C 2.3504 -1.8659 4.9688 -1.1 0.1 -1.2
C 1.2084 -2.6373 5.1315 -0.3 -0.8 0.5
C 0.9520 -3.4365 6.3581 0.9 -0.8 1.7
C 0.2951 -2.7774 4.1011 -0.4 -0.1 0.6
C 0.4224 -2.0312 2.9654 -0.5 0.2 -0.9
P -0.9280 -1.9009 1.7682 2.0 1.0 -1.6
C -2.4241 -1.3052 2.5532 -1.1 -0.7 1.8
C -2.1295 0.1323 3.0275 1.0 0.8 -1.3
C -3.0070 -2.1456 3.7602 0.9 0.4 -0.4
C -1.1146 -3.4842 0.9337 0.2 -1.9 0.6
C -1.6366 -4.5956 1.9055 0.5 -0.6 -1.2
C -1.8796 -3.3812 -0.4100 0.9 -1.1 0.3
H 3.6405 -2.6337 -4.3270 -0.1 -0.2 0.2
H 3.3164 -4.1858 -3.5991 0.2 -0.5 0.1
H 4.7131 -3.1294 -3.0305 -0.9 -0.4 -0.2
H 3.0303 -1.4316 -2.5800 -0.7 0.4 0.5
H 1.1477 -3.8183 -3.0639 0.0 0.2 0.6
H 1.1114 -2.2781 -3.7666 -0.5 0.6 -0.8
H 0.5112 -2.4071 -2.1231 0.0 0.0 0.0
H 3.6126 -4.4036 0.8156 0.5 -0.2 0.1
H 5.8289 -3.3759 0.2531 0.4 -0.3 -0.1
H 5.8303 -4.2126 -1.3991 -0.3 0.4 0.7
H 5.7667 -5.2109 0.0483 0.6 0.5 0.2
H 3.7683 -5.5432 -2.0217 -0.5 0.0 0.7
H 2.1609 -5.1867 -1.1944 1.4 -0.9 0.2
H 3.3904 -6.4069 -0.5072 -0.2 -0.1 0.0
H 5.3594 -1.5262 -1.4221 0.3 0.0 -0.5
H 6.5603 1.0010 -2.0799 -0.1 -0.3 0.8
H 7.6276 0.0282 -0.9620 -0.9 0.8 -0.3
H 7.1680 1.6987 -0.5388 -0.3 -0.5 -0.3
H 5.5387 1.9010 1.2370 -0.5 -1.2 -0.5
H 3.4993 1.0291 2.3806 -0.1 0.2 0.4
H 3.5512 -0.8508 3.4506 -0.5 0.0 0.8
H 3.0405 -1.7453 5.7535 0.8 0.0 0.9
H -0.1156 -3.5271 6.6376 0.5 0.2 -0.2
H 1.5147 -2.9875 7.2295 -0.7 -0.5 -0.7
H 1.3300 -4.4931 6.2530 -0.3 0.9 0.1
H -0.5482 -3.4851 4.1893 0.5 0.7 0.3
H -3.1960 -1.3372 1.7750 0.1 0.4 -0.1
H -1.1695 0.1767 3.6263 -1.0 -0.1 -0.5
H -2.9473 0.5220 3.6273 0.0 0.1 0.1
H -2.0101 0.8298 2.1125 -0.2 -0.9 1.4
H -2.2197 -2.2234 4.5465 -0.7 -0.2 -0.5
H -3.3267 -3.1458 3.3963 0.1 0.8 0.6
H -3.8319 -1.5711 4.1995 -0.1 -0.4 -0.2
H -0.0949 -3.8849 0.6499 -0.7 1.1 0.4
H -2.6810 -4.4368 2.1413 -0.2 -0.2 0.0
H -1.0540 -4.7827 2.8297 -0.3 0.5 -0.6
H -1.5204 -5.5103 1.2940 -0.5 0.0 0.5
H -2.9251 -3.0404 -0.3452 0.4 -0.2 0.0
H -1.7602 -4.3799 -0.9225 -0.6 0.9 0.5
H -1.2668 -2.7029 -0.9919 -0.5 0.3 -0.3
C -5.5295 4.0360 -1.1992 -0.1 -1.3 -2.1
C -5.5809 5.1702 -2.0045 -0.9 1.1 -0.7
C -6.0095 4.8522 -3.3662 1.2 -0.4 2.4
C -6.0769 3.4572 -3.4175 0.2 -0.2 1.1
C -5.7774 2.9331 -2.1047 -0.9 -0.3 -0.4
C -5.8612 1.4204 -1.8103 0.0 0.8 1.2
C -6.2476 2.6775 -4.6966 1.8 1.4 -0.1
C -6.1812 5.7145 -4.5600 1.2 -1.6 -1.1
C -5.3028 6.5573 -1.4985 -0.3 0.5 -0.4
C -5.1460 3.8309 0.2307 0.0 -1.0 -0.8
H -6.6201 0.9128 -2.4300 0.1 0.2 0.3
H -6.0403 1.1684 -0.6963 0.1 0.4 -1.6
H -4.9080 0.9622 -2.0636 0.3 -0.4 0.0
H -6.9608 1.9258 -4.6182 -1.7 -1.4 -0.1
H -5.3079 2.1597 -4.9242 0.1 -0.1 -0.1
H -6.4248 3.3313 -5.5822 -0.2 -0.4 0.7
H -5.4378 5.3972 -5.3484 -0.6 0.1 0.4
H -5.9060 6.7254 -4.4214 -0.4 1.4 0.4
H -7.1557 5.5250 -5.0052 -0.3 0.7 -0.1
H -5.7490 7.2605 -2.2611 0.4 -0.2 1.1
H -4.2138 6.7426 -1.4655 -0.2 0.2 0.0
H -5.6935 6.7532 -0.4554 0.2 -0.1 -1.1
H -4.0799 3.6142 0.3118 0.3 0.3 0.3
H -5.6284 2.8844 0.4547 -0.1 -0.2 0.6
H -5.4629 4.5425 0.9763 -0.1 0.6 0.1
F 3.6433 3.9584 -2.7660 -0.3 0.8 1.4
C 3.8412 4.3402 -1.4593 2.0 -0.1 -1.3
F 4.9881 3.6414 -1.1158 -1.5 0.5 0.3
F 4.2579 5.6666 -1.4542 -0.8 -1.5 -0.2
C 2.6505 4.1494 -0.5581 -1.5 0.0 -0.6
C 2.0805 5.2567 0.0537 0.8 1.1 0.5
C 1.0393 5.1443 0.9926 0.4 -0.1 0.4
C 0.4596 3.8862 1.1640 0.7 1.1 -0.2
N 0.8634 2.8641 0.4126 -0.4 0.1 -0.1
C 1.8581 2.9616 -0.4804 1.5 -1.0 0.1
S 2.2223 1.4357 -1.3194 -0.5 0.8 0.1
H 2.5306 6.2689 -0.1396 -0.4 -1.2 0.4
H 0.8896 5.9938 1.6857 -0.5 -0.6 -0.8
H -0.3223 3.6976 1.8945 0.1 0.0 -0.1
O -0.9811 -0.6882 -2.0243 -0.4 1.4 0.8
S -2.0449 0.4070 -1.8978 0.1 -1.0 -0.9
N -1.9035 1.3975 -0.8241 0.7 -0.1 0.4
```
Forces are in eV/Å.